Density functional theory data (ωB97M-V with the def2-TZVPD basis set) for a molecular structure, C29H42PPtSe2Si2.

XYZ file:
```
77
Properties=species:S:1:pos:R:3:forces:R:3
Pt 1.23779 -0.90651 0.67961 0.16 -0.11 -0.05
Se 3.20738 0.04356 1.94460 0.03 -0.05 -0.03
P 2.91483 2.02207 1.16406 0.01 0.05 0.10
Se -0.36460 0.72693 1.38722 -0.20 0.04 0.09
C 4.38031 3.03328 1.36248 0.02 0.02 -0.11
C 4.93066 3.17471 2.63761 -0.01 -0.01 0.01
C 6.06409 3.94742 2.81125 0.02 0.01 -0.01
C 6.64057 4.59095 1.72245 0.00 -0.01 0.02
C 6.08642 4.46201 0.45700 -0.01 -0.01 -0.01
C 4.95350 3.68635 0.26956 0.02 0.00 0.07
C 2.41377 2.03573 -0.56552 -0.04 -0.01 0.01
C 1.58231 3.07116 -0.99491 0.02 0.02 -0.04
C 1.21011 3.14835 -2.32851 0.02 0.02 0.03
C 1.65776 2.19162 -3.22907 0.01 -0.02 0.00
C 2.47022 1.14994 -2.80025 -0.03 0.00 -0.02
C 2.84943 1.06555 -1.46959 0.00 -0.02 -0.02
H 4.47809 2.67638 3.48642 -0.01 0.00 0.00
H 6.49653 4.05248 3.79654 0.01 0.01 0.01
H 7.52597 5.19593 1.86257 0.01 0.01 0.00
H 6.54131 4.95944 -0.38862 0.00 0.01 0.00
H 4.52963 3.57706 -0.71902 -0.02 0.01 -0.03
H 1.23343 3.81672 -0.29023 0.00 0.00 0.01
H 0.57290 3.95611 -2.66254 -0.01 0.00 0.00
H 1.36902 2.25530 -4.26971 0.00 0.00 -0.01
H 2.81650 0.40541 -3.50427 0.01 -0.01 -0.01
H 3.49710 0.26477 -1.13571 0.03 0.00 0.00
C -2.55886 -1.81768 0.58302 0.00 0.00 0.05
Si -2.46165 0.03696 0.50999 0.03 -0.01 -0.08
C -3.71057 0.83715 1.68371 0.02 0.01 -0.01
C -5.11688 0.66808 1.08786 0.00 0.00 0.01
C -3.64211 0.08483 3.02125 0.00 0.00 -0.02
C -3.44619 2.32374 1.94331 0.00 0.01 0.00
C -2.37414 0.62016 -1.29666 0.03 0.01 0.01
C -3.50320 -0.08449 -2.06543 -0.02 -0.02 0.01
C -2.52238 2.13695 -1.43782 0.00 0.01 0.00
C -1.03634 0.19288 -1.91626 -0.01 -0.01 0.00
H -3.59670 -2.14080 0.46751 -0.01 0.01 0.00
H -2.19270 -2.20156 1.53644 0.00 -0.01 0.00
H -1.97604 -2.27749 -0.21440 0.02 0.00 -0.02
H -5.34660 -0.37301 0.84901 0.00 -0.01 0.00
H -5.25186 1.26339 0.18354 0.00 0.01 -0.01
H -5.86032 1.00533 1.81532 -0.01 0.01 0.00
H -3.91605 -0.96560 2.91650 0.00 -0.02 0.00
H -4.33959 0.53879 3.73024 0.00 0.00 0.01
H -2.64484 0.13288 3.46839 0.01 0.00 0.01
H -3.44899 2.91740 1.02937 -0.01 0.00 0.02
H -2.49193 2.48567 2.44826 0.01 0.00 0.00
H -4.22991 2.72003 2.59485 0.00 0.00 0.01
H -4.49172 0.16207 -1.67603 -0.02 0.00 0.00
H -3.38959 -1.17032 -2.04726 0.00 -0.01 0.00
H -3.47626 0.23032 -3.11278 0.00 0.01 -0.01
H -3.50188 2.48744 -1.10998 -0.01 -0.01 -0.01
H -2.41033 2.41839 -2.48946 0.00 0.00 -0.01
H -1.76060 2.67558 -0.86768 0.01 0.01 0.00
H -0.83163 -0.87228 -1.77620 -0.02 -0.01 0.00
H -0.19542 0.75895 -1.50727 0.00 0.01 0.02
H -1.05886 0.38519 -2.99418 -0.01 -0.01 0.00
C 3.00121 -3.75657 0.36703 -0.04 -0.03 -0.02
Si 1.22390 -3.32637 0.79070 -0.05 0.09 0.02
C 0.76031 -3.88614 2.50581 0.00 0.03 0.00
C 0.03095 -3.97218 -0.48823 0.02 -0.01 -0.01
C -0.99702 -4.85410 -0.14596 0.01 0.00 0.00
C -1.91597 -5.28102 -1.09376 -0.01 0.01 0.00
C -1.82832 -4.82268 -2.40072 0.00 0.00 0.00
C -0.80946 -3.95064 -2.76385 0.01 -0.01 0.01
C 0.11177 -3.53555 -1.81499 -0.01 0.00 0.01
H 3.11118 -4.84321 0.44197 0.01 -0.01 0.00
H 3.71600 -3.29560 1.04863 0.01 0.01 0.02
H 3.25202 -3.46430 -0.65273 0.02 0.00 -0.01
H 0.83762 -4.97280 2.59338 0.00 -0.02 -0.01
H -0.26042 -3.59586 2.75818 -0.01 0.00 0.01
H 1.42872 -3.44384 3.24544 0.01 0.00 0.01
H -1.08925 -5.21110 0.87292 0.00 0.00 0.01
H -2.70295 -5.96853 -0.81275 0.00 0.00 0.00
H -2.54932 -5.14953 -3.13851 0.00 0.00 0.00
H -0.73372 -3.60104 -3.78534 0.00 0.01 -0.01
H 0.90184 -2.85059 -2.10780 0.01 0.01 -0.01
```
Positions in Å, forces in eV/Å.

Values from the calculation:
**Kohn-Sham gap (alpha / beta)**: 7.64 / 6.23 eV
**Multiplicity**: 5
**Charge**: +1
**Relative energy (zero: lowest compared OMol25 entry of this formula, charge and spin)**: 0.0 kJ/mol



Density functional theory data (ωB97M-V with the def2-TZVPD basis set) for 20 unconnected molecules or ions with the total composition C34H82Cl24N4O15P at a distorted geometry.

XYZ file:
```
160
Properties=species:S:1:pos:R:3:forces:R:3
C 4.49513 3.29869 2.81924 1.09 0.71 1.64
C 3.17333 3.87847 2.53833 0.78 1.18 -1.24
O 2.18180 3.22229 2.81111 -1.14 0.22 -0.48
N 3.19377 5.08971 1.86179 -0.86 0.34 0.37
H 1.17132 2.80995 1.61104 -0.75 0.02 -0.32
H 4.01738 5.69623 1.90072 -0.37 -0.88 -0.01
C 1.92377 5.75130 1.44508 0.01 -0.31 1.41
H 5.25602 4.08337 2.92971 -0.08 -0.28 0.18
H 4.84244 2.66481 2.04416 0.03 -0.65 -1.01
H 4.41886 2.68745 3.72796 0.14 0.28 -0.20
H 1.64884 5.45764 0.43403 -0.24 -0.07 0.13
H 1.90507 6.84919 1.53731 0.77 -0.39 -0.20
H 1.19428 5.45760 2.22543 -0.09 -0.23 -0.84
C 1.70501 -1.40746 1.69258 0.04 -0.40 2.11
C 1.08104 -2.69056 1.39150 -0.09 -2.24 -1.70
O 1.39817 -3.81708 1.68933 -0.09 1.94 0.20
N -0.13769 -2.58734 0.47541 -0.73 -1.22 1.48
H -0.79706 -1.94991 1.00244 -0.12 0.46 -0.25
H 0.02945 -2.25546 -0.48466 0.61 0.65 0.02
C -0.80800 -3.91931 0.42407 0.03 -0.79 1.19
H 1.49514 -1.29562 2.79306 0.37 0.31 -0.87
H 1.29885 -0.57969 1.15513 -0.14 0.52 -0.42
H 2.77244 -1.54907 1.61163 0.32 0.26 -0.14
H -0.06530 -4.65950 0.12322 -0.30 0.09 -0.44
H -1.67193 -3.86501 -0.23579 0.07 -0.09 0.11
H -1.07454 -4.25262 1.47453 -0.04 0.68 -1.29
C -5.58677 5.99199 -0.35155 -0.50 0.37 0.56
C -4.30553 5.72398 0.37880 -0.66 -2.04 -0.77
O -3.77110 4.59923 0.26491 0.29 0.80 0.40
N -3.74285 6.73220 1.03837 -0.44 -1.87 -0.61
H -2.31777 4.08743 0.80522 -0.58 0.39 -0.28
H -4.20177 7.59319 1.02806 -0.55 1.39 0.02
C -2.36191 6.62615 1.31096 1.30 0.80 1.21
H -5.22167 6.59822 -1.18992 -0.63 -0.02 -0.13
H -6.22203 6.62218 0.32666 0.20 -0.54 -0.93
H -6.11549 5.07369 -0.72520 0.71 0.99 0.59
H -2.13376 5.79165 1.98823 -0.23 0.53 0.09
H -2.12876 7.59910 1.78997 0.65 -0.77 -0.31
H -1.78108 6.41423 0.40770 0.04 0.40 -0.01
C -1.66824 4.73505 -3.62772 0.12 -0.54 0.34
C -1.83701 3.25614 -3.89136 -2.89 -1.21 -0.15
O -2.96572 2.68265 -3.99375 2.88 1.18 0.37
N -0.66383 2.61399 -4.02191 1.13 0.06 -0.31
H 0.16825 3.15235 -3.84959 0.14 0.27 0.03
H -1.45124 1.89724 -1.63727 0.15 0.63 0.39
C -0.41760 1.21914 -4.32521 -1.19 -0.03 -0.22
H -1.16848 5.15453 -4.47922 0.34 0.47 -0.34
H -1.12532 4.92435 -2.70684 0.46 -0.20 -0.11
H -2.59925 5.21481 -3.47193 -1.13 0.25 -0.25
H -0.72909 0.66963 -3.44080 -0.52 -0.78 -0.30
H 0.62197 0.98703 -4.41140 0.87 0.50 -0.06
H -0.87835 0.90022 -5.28734 -0.13 0.08 0.98
P -0.53213 3.10189 0.05982 1.33 -2.44 -0.66
O -0.17005 4.09696 -0.91879 1.00 2.06 -1.56
O -1.08417 1.80766 -0.74204 -0.43 -0.07 1.16
O -1.45784 3.70916 1.12463 -1.20 -0.66 1.28
O 0.57558 2.39409 0.90132 0.23 -0.07 0.12
C 2.71004 -7.27833 -1.81243 -1.16 -0.71 0.02
Cl 1.37211 -7.49681 -2.97127 0.04 -0.21 0.16
Cl 2.74089 -8.51560 -0.55425 0.07 -0.27 -0.51
Cl 2.56689 -5.75033 -1.05337 0.02 1.37 0.41
H 3.58511 -7.30981 -2.40045 1.03 -0.15 -0.35
C 5.68523 -4.31263 -4.92185 2.86 -0.19 -0.66
Cl 5.82406 -2.75058 -5.72615 0.37 0.47 0.03
Cl 4.26044 -5.02331 -5.39899 -2.51 -1.45 -0.60
Cl 5.84752 -4.19846 -3.21149 -0.04 0.34 1.34
H 6.53820 -4.96968 -5.23139 -0.76 0.86 -0.02
C -4.31284 -6.91697 -0.41796 1.25 -0.15 -0.56
Cl -4.67524 -8.49378 0.22254 -0.20 -0.20 0.25
Cl -2.54052 -6.95231 -1.00068 -0.97 0.29 0.41
Cl -4.53586 -5.64327 0.80406 0.07 -0.44 -0.70
H -4.88248 -6.78163 -1.34702 0.05 0.50 0.80
C 0.64113 -7.61706 3.53261 -0.58 -0.56 1.47
Cl 2.02480 -7.67779 2.53197 0.72 -0.28 -0.54
Cl -0.84568 -7.85613 2.62634 -0.06 -0.26 -0.05
Cl 0.56816 -6.08987 4.37341 -0.17 1.22 0.45
H 0.72850 -8.30770 4.39687 -0.19 -0.12 -1.14
C 4.10898 -1.54798 7.91455 0.56 0.19 -0.23
Cl 5.38108 -1.71800 6.63485 -0.46 0.14 0.96
Cl 2.68882 -2.44345 7.39618 -0.17 0.26 0.09
Cl 3.82361 0.17138 8.27575 -0.19 -0.36 -0.32
H 4.42844 -1.95996 8.86962 0.28 -0.20 -0.45
C 3.78993 -4.79283 3.45254 0.59 0.38 -0.12
Cl 4.46746 -5.82642 4.68031 0.59 0.03 0.38
Cl 4.27152 -5.33074 1.83873 0.09 0.41 0.29
Cl 4.09054 -3.03858 3.71544 0.23 -0.68 -0.12
H 2.75520 -4.90581 3.59841 -1.23 -0.05 -0.48
C -2.55567 -2.06076 -3.12903 -0.64 1.64 0.54
Cl -2.08602 -3.71080 -3.29252 0.51 -0.46 0.36
Cl -3.90865 -1.86729 -1.96839 0.07 -0.36 0.25
Cl -3.06689 -1.42078 -4.64697 -0.33 0.30 -1.21
H -1.83199 -1.30878 -2.78351 0.42 -1.18 0.12
C 8.18036 -0.05594 -0.71343 1.21 1.07 -0.04
Cl 6.91217 -0.84997 -1.59503 0.27 -0.25 -0.09
Cl 7.85894 0.00043 1.00002 -0.24 -0.03 0.36
Cl 8.52077 1.58416 -1.35061 -0.57 0.29 -0.06
H 9.19346 -0.42636 -0.83664 -0.53 -1.13 -0.10
C -8.33397 -5.05232 -1.74982 0.69 0.90 0.41
C -7.20612 -4.97499 -2.73764 0.49 -0.58 0.51
O -5.92601 -5.10858 -2.07432 -0.44 0.42 0.07
H -9.27462 -4.82004 -2.19152 -0.77 -0.16 -0.61
H -8.20446 -4.30427 -0.99143 0.23 0.60 0.47
H -8.36973 -5.96987 -1.21648 -0.08 -1.05 0.18
H -7.26991 -4.07826 -3.32983 0.15 0.48 -0.17
H -7.25336 -5.82469 -3.37659 -0.30 -0.59 -0.96
H -5.27500 -4.55931 -2.51728 0.00 0.12 -0.07
C -5.20390 -0.85503 1.58535 0.79 0.43 1.62
C -5.00410 0.47060 0.86211 1.26 -1.55 -1.98
O -3.71457 0.95841 1.27406 0.45 0.52 -0.20
H -5.13613 -0.51500 2.68741 -0.22 -1.23 -1.43
H -4.44959 -1.67562 1.37358 -0.68 1.25 0.18
H -6.18546 -1.25573 1.35550 -0.21 0.01 0.17
H -5.78877 1.13781 1.15526 -0.42 0.58 -0.08
H -4.99950 0.25781 -0.26767 -0.15 0.75 1.43
H -3.40915 1.77451 0.81803 -0.79 -0.83 0.19
C -1.21021 5.08171 4.68748 -1.04 -0.59 1.58
C -2.24673 3.94431 4.51295 -0.03 -0.41 0.14
O -1.61037 2.74807 3.99172 -0.18 0.77 -1.12
H -0.89871 5.42093 3.74807 0.90 0.25 -1.53
H -0.35434 4.72227 5.30039 -0.58 0.33 -0.46
H -1.67199 5.97981 5.14123 0.14 -0.54 0.18
H -3.02328 4.20065 3.72036 0.43 0.10 1.49
H -2.67889 3.67439 5.55056 0.34 0.37 -1.91
H -1.55896 2.89463 3.00229 0.07 -0.24 1.60
C 1.32110 -2.22754 -4.23156 0.17 0.59 1.07
C 1.31205 -2.55049 -2.74098 1.20 -1.04 -0.37
O 0.69943 -1.54957 -1.94841 -1.04 -0.68 0.09
H 1.68960 -1.20125 -4.29079 -0.15 0.04 -0.49
H 0.33040 -2.30230 -4.64621 -0.39 0.06 -0.27
H 2.00267 -2.86419 -4.77475 0.17 -0.28 -0.12
H 2.34419 -2.69621 -2.36954 -0.17 0.13 -0.26
H 0.84052 -3.53073 -2.58671 -0.34 0.43 0.27
H 1.01490 -0.68896 -2.22297 0.53 0.70 0.04
C 4.67472 0.83312 -3.68007 -0.46 0.54 0.36
C 3.77770 -0.05886 -2.85335 1.78 1.38 1.77
O 2.69388 0.64415 -2.28067 -1.17 -1.12 0.47
H 5.34096 0.13979 -4.15316 0.78 0.03 -0.56
H 5.24874 1.54695 -3.03335 -0.51 -0.53 -0.72
H 4.06563 1.35785 -4.44907 0.55 -0.16 0.42
H 4.41563 -0.49742 -2.02221 -0.93 0.39 -0.76
H 3.44554 -0.86408 -3.44267 -0.71 -0.97 -0.73
H 2.67958 1.59132 -2.39964 0.40 0.55 -0.34
C 4.10138 4.66045 -2.04349 -0.65 1.94 -0.01
C 2.80785 4.92645 -2.87624 2.06 0.05 -0.84
O 1.89011 3.90082 -2.69943 0.37 -1.08 -1.08
H 4.46710 3.67080 -2.15441 0.38 -0.94 -0.48
H 3.87552 4.75790 -0.94301 0.28 0.27 -1.04
H 4.87153 5.40790 -2.40543 -0.63 -0.87 0.79
H 3.01977 5.01256 -3.97887 0.19 -0.36 0.92
H 2.48214 5.92662 -2.63961 -0.76 0.28 0.47
H 1.16924 4.13785 -2.14393 -1.23 0.41 1.34
C -2.47941 -0.47402 4.27580 0.44 -0.66 -0.27
C -1.39973 -0.40712 3.19979 -0.31 -0.27 -1.19
O -1.83860 -1.12141 1.96066 0.52 0.53 0.74
H -3.16240 0.36444 4.20345 0.20 0.31 0.20
H -2.00731 -0.57276 5.25565 -0.22 0.38 0.03
H -3.08895 -1.36137 4.12515 0.09 -0.29 -0.02
H -0.47874 -0.97861 3.38012 -0.33 0.53 0.78
H -1.18004 0.66269 2.97583 0.12 -0.96 -0.01
H -2.38592 -0.50461 1.46845 -0.60 0.47 -0.23
```
Positions in Å, forces in eV/Å.

Values from the calculation:
**Kohn-Sham gap**: 9.77 eV
**Multiplicity**: 1
**Charge**: +1